Entry 1:
Density functional theory data (ωB97M-V/def2-TZVPD) for a structure of composition C11H11BeNO2.

Structure (XYZ):
```
26
Properties=species:S:1:pos:R:3:forces:R:3:lowdin_charge:R:1
Be -0.33766 -0.34054 0.36311 2.0 -0.9 -0.4 0.006
C 1.27309 -0.55706 -0.24776 -0.6 -0.1 -1.2 -0.200
H 1.03547 -0.71424 -1.31790 0.4 -0.1 0.0 0.000
H 1.99384 0.26253 -0.21317 0.1 0.0 0.1 -0.018
H 1.73108 -1.49661 0.08777 0.0 0.2 0.1 0.004
H 0.65594 -0.06790 1.88184 -1.2 1.7 -0.2 0.150
H 0.24070 0.59964 1.68640 0.8 -1.1 1.4 0.110
O -3.23802 -2.27171 -0.05329 0.6 0.9 0.2 0.100
C -2.37948 -1.43400 0.15833 0.5 -1.3 0.5 -0.486
O -1.15693 -1.63171 0.64038 -1.8 0.4 -0.5 -0.026
C -2.61675 0.03165 -0.14026 1.6 1.4 0.0 -0.105
C -3.85189 0.60791 -0.36857 -0.6 0.7 -0.2 0.032
C -3.90945 1.99046 -0.52284 0.0 -0.7 0.1 0.038
C -2.73498 2.78132 -0.52948 0.7 -0.7 0.3 -0.142
C -2.74149 4.17974 -0.70355 0.0 0.3 0.0 -0.030
C -1.56443 4.89416 -0.75240 -0.2 -0.3 0.1 -0.064
C -0.31325 4.23361 -0.62215 -0.5 -1.2 0.2 -0.041
C -0.27188 2.85260 -0.40275 0.6 1.0 0.0 0.010
C -1.47378 2.11960 -0.33169 -1.0 -0.1 -0.4 -0.158
N -1.47579 0.77125 -0.11082 -1.4 -0.5 0.2 0.116
H -4.70698 -0.07094 -0.39016 0.1 0.5 0.0 0.133
H -4.86506 2.49062 -0.63743 0.0 -0.1 -0.1 0.122
H -3.72021 4.65561 -0.78554 0.4 0.1 -0.1 0.120
H -1.59350 5.97032 -0.88852 0.0 -0.1 0.0 0.107
H 0.60801 4.80659 -0.67914 -0.1 -0.1 0.0 0.109
H 0.69071 2.32810 -0.29200 -0.6 0.2 -0.1 0.113
```
Forces are in eV/Å.

LUMO: -1.33 eV
Strongest force on any atom: 2.2 eV/Å
HOMO level: -0.321 Eh
E_tot: -17573.41672 eV

---

Entry 2:
Density functional theory data (ωB97M-V/def2-TZVPD) for a structure of composition C5H11NO.

Structure (XYZ):
```
18
Properties=species:S:1:pos:R:3:forces:R:3:lowdin_charge:R:1
C -1.30816 -0.39028 -2.10090 1.5 0.2 2.8 -0.078
C -0.13548 1.24731 0.00881 -0.4 -0.1 -1.8 -0.057
C -0.38931 -0.44204 1.78058 0.3 0.5 -1.2 -0.029
C 1.32837 -0.78817 -0.07781 -3.2 -1.9 -1.5 -0.022
C -0.06105 -0.21424 0.32818 0.9 -0.5 -0.8 -0.712
N -2.44796 -0.36174 -2.50387 -0.9 0.2 -0.1 0.118
O -1.16300 -0.88209 -0.31274 0.4 1.1 -4.4 -0.136
H -0.31813 -0.01681 -2.52973 -1.3 -0.9 0.9 0.124
H 0.12002 1.34261 -1.10948 -1.1 0.5 1.6 0.090
H -1.13181 1.47775 0.38959 -0.3 0.7 -1.1 0.093
H 0.51706 1.91934 0.50529 1.1 0.2 0.8 0.070
H -0.54579 -1.47928 1.82054 -0.2 -1.5 0.8 0.073
H -1.31266 0.07348 1.94069 -0.5 0.2 0.6 0.081
H 0.41374 -0.08510 2.38078 0.5 0.2 0.8 0.086
H 2.07475 -0.33546 0.41063 2.7 1.6 2.7 0.027
H 1.33365 -1.88406 0.12962 0.2 0.8 -0.5 0.104
H 1.62725 -0.51680 -1.09671 -0.6 -0.6 -0.3 0.075
H -2.76540 0.08234 -3.38153 0.8 -0.7 0.5 0.093
```
Forces are in eV/Å.

LUMO: 0.80 eV
Strongest force on any atom: 4.5 eV/Å
Relative energy (zero: lowest compared OMol25 entry of this formula, charge and spin): 3.967 eV
HOMO level: -0.352 Eh
E_tot: -8897.73018 eV